Below is a 3-piece molecular cluster, C26H54BN2O11P2 overall, with properties calculated with the ωB97M-V functional and the def2-TZVPD basis.

Last column: Mulliken charge in e.
Positions of all 96 atoms, in Å:
C1 2.00407 2.51530 -1.42368  -0.912
C2 2.67005 1.84362 -0.08974  -0.035
O1 3.99019 2.44047 0.04217  -0.377
B1 4.92594 1.58994 0.71033  0.457
O2 5.55154 2.13137 1.91725  -0.525
C3 5.33275 0.07230 0.30240  0.412
C4 5.63020 -0.90792 1.49592  -0.916
C5 6.07310 -2.37591 1.21106  0.697
C6 6.42163 -3.45693 2.33729  -1.165
C7 6.22347 -2.81397 -0.27005  -0.551
C8 5.87551 -1.76098 -1.35706  -0.075
N1 5.46242 -0.39305 -1.05472  0.550
C9 5.19257 0.46899 -2.24626  -0.090
C10 6.55091 1.14226 -2.85274  -0.627
N2 7.28614 0.03417 -3.58072  0.464
C11 6.94080 0.00750 -5.03354  -0.497
C12 5.91583 -1.18307 -5.43937  -0.927
C13 8.76811 0.19729 -3.37401  0.213
C14 9.44187 -0.88233 -2.37060  -0.652
O3 9.42068 1.11847 -3.93517  -0.519
H1 1.98277 1.76947 -2.28687  0.253
H2 2.69849 3.38074 -1.75103  0.278
H3 0.98845 2.99005 -1.21870  0.142
H4 1.98232 2.16487 0.77622  0.360
H5 2.66268 0.71581 -0.26853  0.191
H6 4.88311 1.92733 2.62424  0.337
H7 5.53455 -0.58668 2.59059  0.237
H8 6.13348 -3.13250 3.39396  0.343
H9 7.57183 -3.58549 2.30100  0.305
H10 5.99064 -4.49975 2.11252  0.330
H11 6.56774 -3.84374 -0.62774  0.382
H12 5.98917 -2.07623 -2.44891  0.252
H13 4.84149 -0.25657 -3.07695  0.185
H14 4.34343 1.21621 -2.11312  -0.262
H15 7.22684 1.48331 -1.99816  0.352
H16 6.27915 2.01554 -3.55419  0.239
H17 7.89142 -0.18969 -5.66348  0.382
H18 6.49631 0.97933 -5.43884  0.251
H19 6.27322 -2.16275 -4.95588  0.206
H20 5.88959 -1.36080 -6.57841  0.378
H21 4.82235 -0.93747 -5.14476  0.242
H22 10.10230 -1.63803 -2.91401  0.320
H23 8.59485 -1.44607 -1.84795  0.054
H24 9.99757 -0.28511 -1.57380  0.293
O4 -1.28538 2.96708 1.78848  -0.656
P1 -2.77129 2.59985 1.65724  0.945
O5 -2.97510 3.34835 0.19432  -0.313
C15 -2.41876 2.73145 -0.95585  -0.245
C16 -3.21068 1.50322 -1.36217  -0.779
O6 -3.27768 3.82447 2.65876  -0.382
C17 -2.54512 4.10257 3.85119  -0.378
C18 -1.73878 5.37460 3.67328  -1.128
O7 -4.40371 2.09708 1.54276  -0.153
C19 -5.53918 2.94700 1.69865  -0.186
C20 -5.74164 3.93894 0.57067  -1.014
H25 -1.36849 2.47703 -0.77766  0.054
H26 -2.44653 3.46751 -1.76346  0.379
H27 -3.14943 0.72804 -0.59223  0.085
H28 -2.83065 1.09008 -2.29893  0.501
H29 -4.26830 1.74686 -1.48833  0.175
H30 -1.90503 3.26018 4.12649  0.314
H31 -3.26609 4.23580 4.66319  0.375
H32 -1.13883 5.34951 2.75972  0.244
H33 -1.07110 5.53731 4.52319  0.384
H34 -2.40361 6.23742 3.58263  0.308
H35 -5.53527 3.43996 2.67269  0.285
H36 -6.40421 2.27481 1.71597  0.357
H37 -4.99843 4.73678 0.60340  0.269
H38 -6.72794 4.40430 0.65542  0.444
H39 -5.67333 3.44669 -0.40226  0.180
O8 -6.88300 -1.75517 -0.52962  -0.711
P2 -6.85922 -2.15400 0.95222  1.174
O9 -5.29736 -2.70696 0.94776  -0.293
C21 -4.25034 -1.75196 0.89010  -0.436
C22 -4.09318 -1.02309 2.21127  -0.691
O10 -7.66309 -3.58536 0.69661  -0.388
C23 -8.75996 -3.61890 -0.21551  -0.356
C24 -8.33807 -4.30476 -1.50053  -1.144
O11 -6.92213 -2.48418 2.63064  -0.415
C25 -6.99069 -3.78489 3.21060  -0.174
C26 -5.72112 -4.60191 3.07398  -0.905
H40 -4.42792 -1.04452 0.07359  0.304
H41 -3.32987 -2.29560 0.66017  0.289
H42 -4.98115 -0.42531 2.43399  0.205
H43 -3.22649 -0.35776 2.18557  0.184
H44 -3.96870 -1.73188 3.03393  0.242
H45 -9.14391 -2.61374 -0.40794  0.344
H46 -9.56872 -4.18620 0.25473  0.344
H47 -7.41657 -3.87706 -1.90426  0.284
H48 -9.11940 -4.22716 -2.26077  0.377
H49 -8.13357 -5.36303 -1.31805  0.305
H50 -7.86343 -4.33396 2.85197  0.255
H51 -7.17061 -3.61723 4.27804  0.336
H52 -5.57540 -4.94336 2.04822  0.250
H53 -5.77787 -5.48924 3.71133  0.417
H54 -4.84525 -4.01898 3.36881  0.163

Values from the calculation:
Total charge: +1
Calculated total energy: -2667.33970 Eh
LUMO energy: -4.68 eV


Below is a single C5H8OS molecule, with properties calculated with the ωB97M-V functional and the def2-TZVPD basis.

Last column: Mulliken charge in e.
Positions of all 15 atoms, in Å:
O1 2.26878 1.17372 1.00257  -0.564
S1 0.16060 -2.00581 0.16022  -0.159
C1 1.32497 0.54087 0.53277  0.373
C2 1.57080 -0.85167 -0.08410  -0.533
C3 -1.38141 -0.95396 -0.09472  -0.575
C4 -0.07876 1.19265 0.42134  -0.326
C5 -1.00196 0.47108 -0.52562  -0.796
H1 2.45152 -1.34830 0.36262  0.337
H2 1.76627 -0.75765 -1.15430  0.313
H3 -1.92381 -1.46348 -0.88640  0.350
H4 -2.01725 -0.92183 0.81443  0.345
H5 -0.58528 1.18869 1.40622  0.235
H6 0.01614 2.22876 0.11083  0.311
H7 -0.61925 0.48949 -1.51416  0.347
H8 -1.95136 1.01742 -0.55169  0.341

Values from the calculation:
Calculated total energy: -668.73286 Eh
LUMO energy: 0.81 eV
SMILES string: O=C1CCCSC1


Below is a single C9H9N3O2 molecule, with properties calculated with the ωB97M-V functional and the def2-TZVPD basis.

Last column: Mulliken charge in e.
Positions of all 23 atoms, in Å:
C1 2.77969 -0.71659 -0.07858  0.430
C2 1.88558 -0.86365 1.12886  -0.636
C3 1.05449 0.12727 1.46798  -0.025
C4 1.31461 1.37174 -0.55861  0.453
C5 -0.58070 -0.64729 -0.79531  0.194
C6 -1.62612 -1.48455 -1.00361  -0.612
C7 -2.83649 -1.03714 -0.47808  -0.179
C8 -2.96203 0.19238 0.18784  -0.600
C9 -1.67930 0.93670 0.54294  -0.020
H1 2.71230 0.41572 -1.79880  0.183
H2 2.32848 -1.48383 2.05313  0.276
H3 0.50592 0.16914 2.37006  0.454
H4 0.05090 2.04497 1.05107  0.345
H5 0.45145 -0.86387 -1.25603  0.196
H6 -1.48183 -2.22563 -1.87020  0.294
H7 -3.79902 -1.48323 -0.73950  0.332
H8 -3.96238 0.62012 0.59224  0.292
H9 -1.56208 1.88268 0.98941  0.278
N1 2.32014 0.38985 -0.91828  -0.126
N2 0.66909 1.25246 0.64415  -0.020
N3 -0.56287 0.45503 0.06680  -0.214
O1 3.74939 -1.44252 -0.31594  -0.632
O2 1.23082 2.39025 -1.28154  -0.663

Values from the calculation:
Calculated total energy: -662.80403 Eh
LUMO energy: -0.30 eV


Below is C2H5NOS as an isolated structure, with properties calculated with the ωB97M-V functional and the def2-TZVPD basis.

Last column: Mulliken charge in e.
Positions of all 10 atoms, in Å:
C1 -0.28500 1.45314 0.35671  -1.116
C2 -0.68942 -0.14821 0.23561  0.636
H1 -0.74639 2.10434 1.45109  0.272
H2 0.82539 1.61634 0.72790  0.323
H3 -0.31349 1.80060 -0.50201  0.433
H4 1.11908 -0.00937 -0.58924  0.294
H5 0.63687 -3.14741 -0.44642  0.139
N1 0.50322 -0.87883 -0.13704  -0.392
O1 -1.77859 -0.62215 0.22619  -0.486
S1 0.72831 -2.16844 -1.32281  -0.103

Values from the calculation:
Calculated total energy: -607.27619 Eh
LUMO energy: 0.42 eV


Below is a single C3H5NO molecule, with properties calculated with the ωB97M-V functional and the def2-TZVPD basis.

Last column: Mulliken charge in e.
Positions of all 10 atoms, in Å:
O1 1.07921 -0.71749 -0.41130  -0.365
C1 1.34792 0.44074 0.23470  0.090
N1 0.39781 1.17579 0.62853  -0.485
C2 -0.81942 0.53213 0.11225  -0.364
C3 -0.35196 -0.87680 -0.28243  -0.259
H1 2.40411 0.66601 0.34346  0.366
H2 -1.62235 0.53099 0.85414  0.286
H3 -1.15737 1.11378 -0.75453  0.242
H4 -0.73598 -1.25091 -1.23265  0.249
H5 -0.54196 -1.61423 0.50781  0.239

Values from the calculation:
Calculated total energy: -247.28486 Eh
LUMO energy: 1.02 eV
SMILES string: C1=NCCO1


Below is C39H42N7O4S7Y as an isolated structure, with properties calculated with the ωB97M-V functional and the def2-TZVPD basis.

Last column: Mulliken charge in e.
Positions of all 100 atoms, in Å:
Y1 -0.68463 0.14344 -0.83915  -0.980
C1 2.44965 -2.68355 1.64894  -1.706
C2 2.58615 -1.24055 1.23068  -0.428
N1 3.06938 -1.03161 0.06808  -0.269
N2 3.48323 0.25730 -0.19902  -0.592
C3 3.01959 0.85587 -1.21777  0.491
S1 1.77225 0.37599 -2.33951  -0.730
S2 3.76476 2.45775 -1.55469  -0.245
C4 4.00138 3.07989 0.14736  -0.260
C5 3.14582 4.27184 0.45629  0.209
C6 1.76017 4.14361 0.52857  0.399
C7 0.97140 5.24530 0.81205  -0.924
C8 1.55293 6.49040 1.02306  -0.602
C9 2.92972 6.62788 0.94438  -0.515
C10 3.71963 5.52080 0.66052  -0.609
C11 2.22641 -0.17667 2.19090  0.835
C12 2.67704 -0.24536 3.50558  -0.564
C13 2.37116 0.73717 4.43391  -0.906
C14 1.57575 1.80827 4.03273  -0.989
C15 1.08325 1.88404 2.74629  0.170
C16 1.37119 0.88567 1.78917  0.464
O1 0.83316 0.91931 0.61144  1.947
H1 2.23917 -3.30194 0.77504  0.073
H2 1.66485 -2.81938 2.39124  0.488
H3 3.39208 -3.02702 2.08645  0.421
H4 5.05553 3.32570 0.28180  0.546
H5 3.77126 2.23410 0.79640  -0.145
H6 1.29327 3.18017 0.34764  0.389
H7 -0.10284 5.12049 0.85270  0.335
H8 0.93044 7.34972 1.24067  0.397
H9 3.39191 7.59583 1.10120  0.344
H10 4.79762 5.62582 0.60068  0.325
H11 3.29510 -1.08661 3.80243  0.372
H12 2.73848 0.66931 5.45009  0.339
H13 1.32418 2.58885 4.74272  0.392
H14 0.43554 2.69787 2.43628  0.609
O2 -5.43511 5.54017 1.29198  -0.657
C17 -4.69471 4.64844 0.94564  0.582
S3 -3.35643 4.83909 -0.17985  -0.148
C18 -2.77867 3.17127 -0.16701  0.094
C19 -3.45357 2.31071 0.61491  0.162
S4 -3.11937 0.62065 0.84357  -0.554
S5 -4.84038 2.97045 1.48128  -0.194
S6 -1.38871 2.83772 -1.16170  -0.479
C20 -0.59207 1.85679 -4.35468  -1.325
N3 -1.01672 0.57920 -3.79763  1.048
C21 -0.46941 -0.51267 -4.59325  -1.245
C22 -2.48113 0.51280 -3.78798  -1.171
C23 -2.97822 -0.75803 -3.14727  0.587
C24 -3.94586 -1.51130 -3.80571  -0.854
C25 -4.43448 -2.68161 -3.24371  -0.657
C26 -3.94862 -3.07837 -2.00675  -0.971
C27 -2.98806 -2.30316 -1.36834  0.397
C28 -2.43400 -1.13280 -1.90571  0.633
H15 -0.91939 1.94911 -5.40604  0.368
H16 0.49360 1.93305 -4.31028  0.272
H17 -1.02513 2.67005 -3.77583  0.362
H18 -0.86451 -0.47943 -5.62469  0.298
H19 -0.73051 -1.47169 -4.14725  0.196
H20 0.61600 -0.42663 -4.63069  0.464
H21 -2.86877 0.59610 -4.82119  0.289
H22 -2.83185 1.38508 -3.22753  0.223
H23 -4.31514 -1.18134 -4.77324  0.320
H24 -5.17976 -3.27305 -3.76458  0.321
H25 -4.31706 -3.98597 -1.54011  0.443
H26 -2.65336 -2.65232 -0.39344  0.249
C29 1.56306 -6.16381 -2.91148  -1.026
N4 2.28431 -4.96653 -2.59169  0.068
C30 3.65098 -4.77738 -3.04002  -0.637
C31 3.93128 -3.30563 -2.68455  -0.592
N5 2.60802 -2.81175 -2.39742  0.456
C32 1.68795 -3.76270 -2.33035  0.365
S7 0.07239 -3.51099 -1.96104  -0.597
H27 1.97312 -7.01983 -2.36832  0.286
H28 1.61131 -6.37807 -3.98680  0.322
H29 0.52217 -6.02047 -2.62630  0.328
H30 3.73471 -4.96721 -4.11871  0.324
H31 4.32529 -5.46587 -2.52428  0.347
H32 4.38052 -2.75656 -3.51374  0.304
H33 4.58143 -3.20341 -1.81118  0.261
H34 2.38261 -1.82960 -2.19077  -0.312
O3 -4.90171 1.57175 5.03469  -0.535
C33 -3.51175 1.41878 5.21702  -0.616
N6 -2.91937 0.48207 4.30231  0.299
C34 -2.41131 -0.70793 4.69149  0.103
O4 -2.39865 -1.12215 5.84266  -0.737
C35 -1.84348 -1.50168 3.55220  0.551
C36 -2.05737 -2.86584 3.45163  -0.772
C37 -1.54788 -3.53728 2.35443  -0.901
C38 -0.86043 -2.81712 1.38798  -0.722
N7 -0.64363 -1.50271 1.47154  1.497
C39 -1.11728 -0.87022 2.54713  -1.112
H35 -5.04391 1.96196 4.16227  0.284
H36 -3.36542 1.02847 6.22259  0.389
H37 -3.00989 2.38836 5.11687  0.304
H38 -2.97606 0.66829 3.29411  -0.257
H39 -2.61735 -3.37634 4.22482  0.474
H40 -1.69145 -4.60148 2.22631  0.503
H41 -0.46519 -3.31014 0.50801  0.008
H42 -0.88160 0.18091 2.62055  1.211

Values from the calculation:
Total charge: -2
Calculated total energy: -5021.52459 Eh
LUMO energy: 3.77 eV


Below is an isolated ion of composition C2H6BNO3PS and charge +1, with properties calculated with the ωB97M-V functional and the def2-TZVPD basis.

Last column: Mulliken charge in e.
Positions of all 15 atoms, in Å:
C1 2.61080 -0.37104 0.32850  -0.544
O1 1.62032 -1.28997 -0.25586  -0.390
B1 0.42685 -0.53040 -0.76578  0.701
O2 0.60615 0.23038 -2.04866  -0.448
P1 -1.27139 -0.44582 0.11296  0.371
S1 -2.52354 -2.16445 -0.15197  -0.237
N1 -2.11582 1.02224 -0.44394  -0.432
C2 -1.89995 2.09516 0.40316  0.757
O3 -1.52892 2.95292 1.36942  -0.346
H1 3.08467 0.35779 -0.47803  0.261
H2 2.12610 0.25157 1.21636  0.250
H3 3.49835 -0.99506 0.78806  0.244
H4 0.21062 1.16500 -1.93250  0.337
H5 -1.01816 -0.31191 1.52486  0.215
H6 -3.82608 -1.96640 0.33340  0.263

Values from the calculation:
Total charge: +1
Calculated total energy: -1124.33612 Eh
LUMO energy: -6.03 eV


Below is an isolated ion of composition C5H12NO and charge -1, with properties calculated with the ωB97M-V functional and the def2-TZVPD basis.

Last column: Mulliken charge in e.
Positions of all 19 atoms, in Å:
C1 0.44947 -1.96964 -0.81767  -1.501
C2 -0.13398 -0.60428 -0.32746  -0.007
C3 0.59153 -0.33372 1.06647  -0.455
C4 0.00041 -1.15518 2.20311  -1.146
N1 0.08771 0.44140 -1.30136  -0.436
C5 -0.76518 1.70171 -1.04795  -0.427
O1 -0.36550 2.40065 0.01874  -0.887
H1 1.50835 -1.95398 -0.63480  0.306
H2 0.03146 -2.73704 -0.17017  0.307
H3 0.20653 -2.09424 -1.86633  0.478
H4 -1.19106 -0.67663 -0.08879  0.403
H5 1.66319 -0.51690 0.93717  0.331
H6 0.55239 0.75341 1.18436  0.347
H7 -1.05259 -1.40970 2.02099  0.306
H8 0.09465 -0.56291 3.11545  0.349
H9 0.44959 -2.15714 2.29164  0.272
H10 1.07204 0.65226 -1.40622  0.283
H11 -0.55462 2.24661 -2.00770  0.265
H12 -1.84768 1.44140 -0.92929  0.213

Values from the calculation:
Total charge: -1
Calculated total energy: -327.67397 Eh
LUMO energy: 4.03 eV
SMILES string: CC[C@H](C)NC[O-]